*w*
ORCA calculation (ωB97M-V/def2-TZVPD) on C2H4OS3 in the gas phase.

The geometry in ORCA input format:
```
! RIJCOSX wB97M-V def2-TZVPD def2/J DEFGRID3
* xyz 0 1
S 0.8905 0.3582 -1.9328
S -1.0508 -1.4319 -0.7219
S -1.4274 1.5239 -0.4932
O 0.1960 0.4770 1.9533
C -0.3125 0.1881 -0.5971
C 0.6125 0.0990 0.9326
H -1.0048 -1.6508 0.6069
H 1.6579 -0.4448 0.8375
H -1.3311 1.5391 0.8547
H 1.7698 -0.6577 -1.4401
*
```

## Properties
molar mass = 140.3 g mol⁻¹
gap between HOMO and LUMO = 9.50 eV
LUMO energy = 0.47 eV
SMILES string = O=CC(S)(S)S

---

*x*
ORCA calculation (ωB97M-V/def2-TZVPD) on 2 unconnected molecules or ions with the total composition C2H4OS3.

The geometry in ORCA input format:
```
! RIJCOSX wB97M-V def2-TZVPD def2/J DEFGRID3
* xyz 0 1
S 1.0366 -1.7050 -0.0778
S 2.2112 1.3108 -1.5126
S 2.6792 1.9187 0.2702
O 0.8410 1.5590 -1.9391
C -1.1811 -0.5473 0.9656
C -0.3050 -0.7032 -0.2076
H -1.3163 0.3937 1.4622
H -1.1514 -1.2467 1.7823
H -0.6180 -0.3378 -1.2699
H -2.1963 -0.6423 0.5267
*
```

## Properties
molar mass = 140.3 g mol⁻¹
gap between HOMO and LUMO = 6.97 eV
LUMO energy = -1.92 eV

---

Name the most stable of them. *w*.

---

*w*
ORCA calculation (ωB97M-V/def2-TZVPD) on a molecular structure, C51H48INOP3STi.

The geometry in ORCA input format:
```
! RIJCOSX wB97M-V def2-TZVPD def2/J DEFGRID3
* xyz 3 1
I -2.8309 0.7769 -0.7175
Ti -0.4368 -0.5999 -0.6379
S 2.0576 3.5030 5.5168
P -0.6389 -0.1411 -3.1394
P 1.7731 -0.8486 0.8499
P -0.8271 -0.4294 1.8710
O -0.8223 -2.2707 -0.6758
N 0.8250 -0.2834 2.1799
C -0.0269 3.6839 -2.9876
C -0.5232 -2.9714 2.9419
C 2.6956 3.5491 7.2013
C -0.7871 -3.6881 -0.6152
C -5.8625 -0.8415 -4.1172
C -0.9991 -4.2063 3.3614
C 4.1982 -1.6436 1.8320
C 5.4798 -1.4568 2.3276
C 1.0335 3.6821 -1.8526
C -2.7700 2.9199 4.2842
C -2.6630 1.6414 4.8179
C 1.3231 -0.0225 3.5588
C 2.2322 0.1614 -1.6018
C -4.5414 -0.5497 -4.5391
C 1.4568 1.4617 3.8589
C 3.4578 -0.5397 1.4032
C 0.8339 1.7363 -0.0824
C 0.0458 -3.9016 -4.4283
C -5.2449 -0.4301 -1.8499
C -2.1936 -0.0757 -4.0789
C -1.4212 -2.0061 2.4912
C 5.2886 0.9160 1.9285
C 1.9650 -2.6415 -5.1433
C -2.9885 -0.2583 -6.3733
C -0.5046 2.6543 -3.6996
C -1.8091 2.1507 2.2240
C -3.2542 -3.5210 2.8526
C -2.3588 -4.4805 3.3133
C 3.2428 2.3340 -2.2033
C 2.5486 3.4384 -1.9440
C 2.6520 1.0388 -2.7489
C 2.0152 1.7160 5.2502
C 0.5229 2.9254 -0.6446
C -3.5217 -0.2453 -3.5874
C 0.2187 1.3844 -3.5539
C -2.1253 0.6131 4.0603
C 1.5491 1.5520 -3.6213
C 1.2759 -3.8425 -5.0741
C -4.2452 -0.5379 -5.9219
C 6.0199 -0.1796 2.3790
C -2.3524 3.1727 2.9833
C -1.9614 -0.0705 -5.4399
C 1.4384 -1.4956 -4.5606
C -0.4795 -2.7664 -3.8370
C -6.2061 -0.8180 -2.7985
C -1.6844 0.8664 2.7577
C -2.7898 -2.2816 2.4433
C 4.0093 0.7421 1.4311
C 1.5766 0.5326 -0.4715
C 0.2188 -1.5549 -3.8926
C -3.9694 -0.1484 -2.2477
H 1.9607 -0.5584 -4.6830
H -1.4553 -2.8082 -3.3645
H 2.9063 -2.5856 -5.6740
H -2.4489 4.1670 2.5674
H -2.7272 -5.4417 3.6468
H 1.6850 -4.7283 -5.5415
H 4.3193 2.3528 -2.0796
H 3.6893 3.1086 7.2543
H 3.7741 -2.6398 1.7844
H -0.1434 3.5353 -0.0380
H -5.5365 -0.3248 -0.8126
H -0.4027 -4.0748 -1.5566
H -4.3144 -3.7348 2.8282
H -0.5090 -4.8306 -4.4025
H 1.8731 2.4189 -4.1856
H 0.4805 1.9456 3.7672
H 0.5382 -2.7570 2.9850
H -2.0473 -0.3809 4.4826
H -1.7935 -4.0627 -0.4370
H 1.3881 1.2459 6.0126
H 5.7204 1.9075 1.9648
H 3.0245 1.3055 5.3383
H 0.4784 1.6510 0.9417
H 2.0187 3.0405 7.8852
H -6.6010 -1.0789 -4.8723
H 0.9811 4.7177 -1.5144
H -0.5048 4.6492 -3.1151
H -2.7683 -0.2276 -7.4311
H 3.4483 1.5962 1.0705
H -3.1843 3.7215 4.8810
H -0.1359 -3.9904 0.2036
H -3.4888 -1.5221 2.1100
H 6.0560 -2.3073 2.6665
H -0.3091 -4.9510 3.7354
H 0.6247 -0.4935 4.2560
H -1.3680 2.7760 -4.3430
H 2.1135 1.9244 3.1192
H -0.9472 0.0418 -5.8080
H -2.9989 1.4451 5.8273
H 2.6085 -0.8642 -1.6242
H 2.2796 -0.5317 3.6819
H -7.2121 -1.0455 -2.4753
H -1.4757 2.3543 1.2127
H 3.4291 0.5240 -3.3177
H 3.1255 4.2918 -1.6050
H 7.0211 -0.0334 2.7623
H -5.0466 -0.7498 -6.6187
H 2.7600 4.5979 7.4822
*
```

## Properties
molar mass = 990.7 g mol⁻¹
gap between HOMO and LUMO = 4.39 eV
LUMO energy = -9.55 eV

---

*x*
ORCA calculation (ωB97M-V/def2-TZVPD) on a molecular structure, C51H48INOP3STi.

The geometry in ORCA input format:
```
! RIJCOSX wB97M-V def2-TZVPD def2/J DEFGRID3
* xyz 3 1
I 1.5224 -1.1522 3.7026
Ti 0.6499 -0.1269 1.1316
S 3.3755 3.9087 -3.6365
P -0.1838 -2.5661 1.1962
P 0.3669 0.4366 -1.3499
P -0.1081 2.2359 0.7847
O 2.2928 0.2836 1.0440
N 0.2671 2.1099 -0.8808
C -3.0209 -0.2931 -4.3153
C -2.9800 1.8397 0.5737
C 0.8025 3.7985 -2.6519
C -1.1205 -2.7398 4.0012
C 1.8440 4.7759 -3.1905
C -4.1219 1.2989 1.1343
C 2.8861 -5.2181 1.6518
C 1.7207 -4.4992 1.8807
C -1.6714 0.6139 2.1779
C -0.1174 3.9474 1.2669
C -4.0440 0.4264 2.2226
C -1.4524 -1.8007 6.6952
C -0.2514 -1.7977 4.6136
C 4.4295 5.3294 -3.9854
C -2.8524 -4.8412 3.2090
C -1.9402 -4.2679 2.3095
C -1.7275 1.5019 1.0968
C 1.7166 0.5704 -3.7414
C 1.8062 0.1801 -2.3991
C -1.3031 -2.8994 -0.1878
C 3.6260 -5.0000 0.4980
C 2.0427 -3.3426 -0.2160
C -3.4567 -2.4830 -1.1830
C -2.8159 0.0753 2.7562
C 3.2032 -4.0641 -0.4398
C -3.2825 -3.5879 -2.0084
C 1.2986 -3.5579 0.9460
C -1.1172 -3.9879 -1.0385
C 0.5651 4.3444 2.4148
C -0.9110 6.1813 0.9233
C -1.1008 -3.2258 2.6483
C -2.0523 -1.2660 -4.0956
C 2.9955 -0.3792 -1.9265
C -2.1245 -3.2575 4.8767
C -2.2758 -2.7637 6.1956
C 3.6583 0.6736 1.2479
C 2.8097 0.4339 -4.5785
C -2.4673 -2.1342 -0.2810
C -1.0219 0.1436 -2.4455
C 4.0822 -0.5226 -2.7739
C 1.2940 3.0739 -1.4096
C -1.0567 -1.0558 -3.1592
C -2.1092 -4.3266 -1.9493
C -0.8621 4.8611 0.5152
C 0.5010 5.6707 2.8156
C -2.9732 -4.3088 4.4537
C 3.9934 -0.1074 -4.0956
C -0.4004 -1.3314 5.8928
C -2.9901 0.8974 -3.6034
C -1.9872 1.1206 -2.6711
C -0.2320 6.5828 2.0705
H -2.6241 -1.2880 0.3795
H 1.4423 5.2768 -4.0710
H -4.9536 0.0328 2.6569
H 4.2163 -0.1942 1.5976
H -2.7433 -0.5959 3.6010
H -3.0646 2.5465 -0.2401
H 4.8451 -0.2143 -4.7539
H -0.2220 -4.5934 -0.9701
H -3.7904 -0.4570 -5.0581
H -1.9216 2.0727 -2.1636
H 3.6813 1.4740 1.9849
H 4.9987 -0.9636 -2.4044
H 5.3959 4.9398 -4.2975
H -3.4713 -5.6678 2.8895
H 4.0157 5.9236 -4.7975
H 2.2164 2.5358 -1.6226
H 2.0763 5.5422 -2.4469
H 0.5466 3.0714 -3.4262
H 3.0715 -0.7356 -0.9106
H 1.0262 5.9918 3.7045
H -4.0629 -3.8713 -2.7024
H 1.5248 3.7980 -0.6265
H -0.1146 4.3445 -2.4182
H 1.1420 3.6305 2.9904
H -2.0676 -2.1847 -4.6661
H -3.7293 1.6634 -3.7962
H -0.7133 0.4164 2.6932
H -1.9305 -4.6606 1.3029
H -0.2937 -1.8109 -3.0092
H -1.5668 -1.4284 7.7033
H 1.1417 -4.6816 2.7778
H -4.3663 -1.8995 -1.2409
H 2.7375 0.7513 -5.6097
H 1.6944 -2.6413 -0.9681
H -1.4809 6.9007 0.3510
H -3.7062 -4.6906 5.1531
H 4.5619 5.9441 -3.0973
H -1.9732 -5.1837 -2.5954
H 4.5286 -5.5695 0.3219
H -3.0618 -3.1849 6.8093
H 0.3042 -0.6221 6.3062
H 0.7933 0.9715 -4.1375
H -5.0920 1.5796 0.7458
H 4.0604 1.0220 0.2985
H -0.2775 7.6173 2.3833
H 3.7693 -3.9108 -1.3494
H -1.3921 4.5487 -0.3766
H 3.2111 -5.9566 2.3721
*
```

## Properties
molar mass = 990.7 g mol⁻¹
gap between HOMO and LUMO = 4.79 eV
LUMO energy = -9.53 eV

---

Name the most stable of them. *x*.

---

*w*
ORCA calculation (ωB97M-V/def2-TZVPD) on 2 unconnected molecules or ions with the total composition C3H6NO4.

The geometry in ORCA input format:
```
! RIJCOSX wB97M-V def2-TZVPD def2/J DEFGRID3
* xyz 0 2
O 2.0707 -1.5920 -0.5384
O 0.7241 -0.1453 -1.4450
O -1.5824 -1.9736 -2.5993
O -0.2248 2.0934 2.6738
N -0.2312 0.8012 0.6559
C -0.6410 1.8635 1.5132
C 0.9792 -0.0317 0.8979
C 1.3209 -0.5612 -0.5021
H 0.6458 -0.7978 1.5726
H -0.5752 0.8997 -0.3602
H -0.8530 -1.2655 -2.6512
H 1.8996 0.4776 1.2782
H -1.5404 2.3581 1.2032
H -1.9921 -2.1264 -1.6987
*
```

## Properties
molar mass = 120.1 g mol⁻¹
gap between HOMO and LUMO (alpha / beta) = 10.80 / 6.35 eV
LUMO energy (alpha / beta) = 0.38 / -4.06 eV

---

*x*
ORCA calculation (ωB97M-V/def2-TZVPD) on 2 unconnected molecules or ions with the total composition C3H6NO4.

The geometry in ORCA input format:
```
! RIJCOSX wB97M-V def2-TZVPD def2/J DEFGRID3
* xyz 0 2
O 0.3212 -1.1668 -1.6663
O -1.3246 -0.7671 0.2565
O 2.2355 -1.5968 -2.7442
O -0.2643 1.2199 0.3437
N 2.3245 -0.3151 -0.8877
C -1.1606 0.3896 0.6669
C -2.0146 0.8899 1.8353
C 1.6491 -1.0589 -1.8435
H 3.2905 -0.1469 -1.1177
H -2.0519 1.9831 1.8531
H -3.0490 0.5430 1.7847
H -1.5185 0.5076 2.7459
H -0.2615 -0.8720 -0.8457
H 1.8242 0.3907 -0.3810
*
```

## Properties
molar mass = 120.1 g mol⁻¹
gap between HOMO and LUMO (alpha / beta) = 10.05 / 5.08 eV
LUMO energy (alpha / beta) = 0.24 / -4.73 eV

---

Name the most stable of them. *x*.